1.
Below is a 2-piece molecular cluster, H2O4PS overall, with properties calculated with ωB97M-V with the def2-TZVPD basis set.

As for the electronic energy: -28347.182 eV. As for the HOMO-LUMO gap: 7.6 eV. The LUMO energy is 3.725 eV. The HOMO energy comes out at -3.891 eV.

The geometry in ORCA input format:
```
! RIJCOSX wB97M-V def2-TZVPD def2/J DEFGRID3
* xyz -1 1
H 0.69 -1.98 0.31
O -1.53 -0.39 -0.35
P 1.71 -0.97 -0.07
S -1.05 0.86 0.15
O -0.68 1.87 -0.79
O 1.11 0.22 0.73
H 1.21 -0.83 -1.42
O -1.45 1.21 1.44
*
```

=====

2.
Below is a 2-piece molecular cluster, C5H13N overall, with properties calculated with ωB97M-V with the def2-TZVPD basis set.

As for the electronic energy: -6884.123 eV. As for the HOMO-LUMO gap: 9.8 eV. The LUMO energy is 1.005 eV. Its SMILES is C=CC.CNC. The HOMO energy comes out at -8.834 eV.

The geometry in ORCA input format:
```
! RIJCOSX wB97M-V def2-TZVPD def2/J DEFGRID3
* xyz 0 1
C -4.12 -0.03 -0.68
C 2.48 1.27 1.29
H 2.20 1.35 2.35
H -5.03 0.53 -0.50
H 2.86 -1.20 2.73
C 3.07 -1.07 1.66
N 2.26 -0.12 0.93
C -2.09 -0.24 -2.04
H -3.64 -0.68 0.03
H 3.54 1.54 1.08
H -2.21 -1.33 -1.88
H 2.84 -2.02 1.17
H 4.17 -0.96 1.71
H 2.45 -0.27 -0.05
H -1.48 0.20 -1.25
H -1.67 -0.18 -3.03
H 1.81 2.01 0.85
C -3.49 0.28 -1.83
H -3.96 0.94 -2.54
*
```